Density functional theory data (ωB97M-V/def2-TZVPD) for a cluster of 3 separate species, C21H21FN4O7S in total.

Structure (XYZ):
```
55
C21H21FN4O7S, DFT ωB97M-V/def2-TZVPD
O 6.0027 0.3908 3.1697
C 3.2910 0.9122 5.8729
C 5.9272 1.6318 7.4215
N -6.2341 -2.4536 -3.0174
S 4.3196 -1.3448 0.8956
H -3.2246 1.6185 0.3411
C 3.2564 1.1958 7.4205
H -6.5333 -1.5749 -8.2574
C -3.2947 -0.0861 -0.9540
N 4.2179 1.2235 -1.2265
N 4.2077 0.3568 1.1219
H 2.5460 0.1776 -0.2414
C 3.3905 0.9254 0.0008
C -6.3210 -2.1939 -4.4562
C -2.6894 1.0380 -0.4022
O -7.2387 -2.8510 -2.4488
H 6.9000 1.8849 7.9777
C 3.6406 0.7257 2.4505
H -8.4219 -2.7019 -4.5836
O -1.3966 3.2248 0.5862
C -2.6217 -0.8421 -1.9091
H -3.0989 -1.7142 -2.3406
O 0.3345 2.9010 -0.6715
H -4.2937 -0.3723 -0.6420
H 6.9482 1.4053 5.3601
H -8.5449 -2.2981 -7.0112
O 3.2397 -2.1324 1.5855
F 5.7863 -1.9772 1.4571
C 4.5607 1.5311 8.1994
C 4.8270 0.6833 3.5526
N -0.7771 2.5957 -0.2589
H 4.5234 1.7023 9.3311
H -0.8177 -1.0778 -3.0561
C -7.5337 -2.3805 -5.1166
C -6.4748 -1.7440 -7.1864
C -1.4086 1.3987 -0.8187
H 2.3167 0.6457 5.3185
C -7.6064 -2.1530 -6.4868
C 4.6274 0.9837 5.0949
C 5.9315 1.3517 5.8987
H 0.2720 0.9123 -2.0950
H 2.7633 0.0555 2.7893
H 3.5668 1.6539 -1.9008
H -4.3897 -1.2318 -7.0698
C -5.1866 -1.7744 -5.1493
C -0.7264 0.6413 -1.7692
C -1.3387 -0.4828 -2.3134
H 4.8896 1.9403 -0.8934
H 2.2270 1.1290 7.9274
H -4.2406 -1.6212 -4.6418
H 3.2011 1.7948 2.4206
H 2.8556 1.9100 0.2845
O -5.1570 -2.2610 -2.4666
C -5.2682 -1.5521 -6.5197
O 4.2688 -1.7203 -0.5739
```

- Kohn-Sham gap (eV) = 8.3
- DFT total energy (Eh) = -2056.1561
- 2S+1 = 1

***

Density functional theory data (ωB97M-V/def2-TZVPD) for the molecule C12H24N2O3.

Structure (XYZ):
```
41
C12H24N2O3, DFT ωB97M-V/def2-TZVPD
C 2.1009 0.9376 0.4807
H 2.3474 0.6340 1.4706
H 4.6826 -0.7885 0.6273
N 0.6828 0.9032 0.3432
H 4.5481 -1.3758 -1.8809
H 1.9455 -0.8441 -0.7948
H -3.2528 2.0232 1.7705
C 3.1465 -2.0619 1.3058
H 3.2361 0.2189 -1.3015
O -0.4414 -0.4010 1.8676
C 2.8133 -0.1772 -0.4660
H -1.7045 1.8869 0.2658
N -1.2258 0.8616 -1.3001
O 1.8004 3.2239 -0.4776
C -0.4154 0.3437 0.8948
C 3.8327 -1.1915 0.1345
H 3.3424 -2.5125 -1.6298
C -1.5371 0.8365 0.0680
C -4.8565 -1.2785 -0.4147
H -2.8625 -0.7090 1.0247
H -5.4662 -1.5022 -1.3789
H 2.0552 -1.7819 1.3856
C -3.7790 -0.3027 -0.7591
H -4.6594 0.9173 1.6603
H -4.1228 0.5406 -1.4611
H -4.0047 2.1638 0.1907
H -5.4726 -1.1051 0.5221
C 2.6749 2.3676 0.1771
H 2.1804 4.0328 -0.7535
C 4.1809 -2.1418 -1.1192
H 0.3591 1.5303 -0.3390
C -3.8163 1.4044 1.0897
H 3.5316 -1.8904 2.4296
H -4.5128 -2.2174 0.0144
O 3.8582 2.7217 0.4423
C -2.9820 0.2285 0.5006
H -1.5890 -0.0237 -1.6994
H -3.1446 -0.9987 -1.3616
H 4.7851 -3.0175 -0.9036
H 3.3029 -3.1200 1.1961
H -1.5619 1.6651 -1.8212
```

- relative energy (zero: lowest compared OMol25 entry of this formula, charge and spin) (kJ/mol) = 396.7
- Kohn-Sham gap (eV) = 9.5
- DFT total energy (Eh) = -806.7798
- 2S+1 = 1

***

Density functional theory data (ωB97M-V/def2-TZVPD) for a cluster of 2 separate species, C4H12N3 in total.

Structure (XYZ):
```
19
C4H12N3, DFT ωB97M-V/def2-TZVPD
H -3.5816 0.7445 -0.4801
H -1.7134 -1.5510 0.2098
N -0.5408 0.5021 -0.0885
H 2.0564 1.2880 -0.4180
N -0.6892 1.6695 -0.0767
N -2.2069 -0.8175 -0.3530
H 1.8889 0.9263 1.1432
H -3.3922 0.0983 1.2145
H 0.4652 -1.2739 0.2604
C 3.2273 -0.4156 -0.0284
H 2.9904 -1.4893 0.1366
H 4.0695 -0.1952 0.6599
H 0.3991 -0.5157 -1.2368
H -1.7138 1.9958 -0.0500
C 0.6189 -0.3189 -0.1785
H -4.2458 -0.7078 0.0428
C 1.9849 0.4051 0.1292
H 3.6708 -0.2344 -1.0221
C -3.2878 -0.1104 0.1357
```

- relative energy (zero: lowest compared OMol25 entry of this formula, charge and spin) (kJ/mol) = 652.5
- Kohn-Sham gap (spin up / spin down) (eV) = 8.8 / 8.2
- DFT total energy (Eh) = -323.4297
- total charge = +1
- 2S+1 = 1

***

Density functional theory data (ωB97M-V/def2-TZVPD) for a structure of composition C3H7N3O.

Structure (XYZ):
```
14
C3H7N3O, DFT ωB97M-V/def2-TZVPD
O -1.6156 -0.7385 -0.0243
H 1.1108 1.7724 -0.3297
H 0.6504 -0.5955 -1.7100
H 0.1497 1.2388 -2.3475
C 0.2982 0.5333 -1.4712
N 1.3854 0.7333 -0.6188
H -0.9685 1.3119 0.1059
N -0.8474 -0.8079 1.2203
H -2.1192 1.0130 -1.3646
C 0.3950 -0.4749 1.3846
H 0.7925 -0.3575 2.4747
C -1.0300 0.4481 -0.7653
N 1.3176 -0.1023 0.4625
H 2.3406 -0.2760 1.0292
```

- relative energy (zero: lowest compared OMol25 entry of this formula, charge and spin) (kJ/mol) = 747.4
- Kohn-Sham gap (eV) = 9.5
- DFT total energy (Eh) = -357.7652
- 2S+1 = 1

***

Density functional theory data (ωB97M-V/def2-TZVPD) for a cluster of 4 separate species, C6H14O2 in total.

Structure (XYZ):
```
22
C6H14O2, DFT ωB97M-V/def2-TZVPD
H -0.5627 -0.9000 3.3852
H -0.2422 0.9006 2.8748
O 0.3068 -2.2586 0.8489
H 3.1332 1.8657 -0.3563
H -1.5722 3.1681 0.0617
H -1.2354 0.9669 -1.3870
H -2.9239 -1.0467 -0.8475
H 3.1491 0.1173 -0.7818
H 0.6834 -1.3422 -0.5103
H 0.9325 -0.7082 -2.0887
O -1.0477 2.4222 -0.1962
C -0.9672 -0.1109 -1.2055
H 0.4831 1.6960 -0.4950
C -1.8469 -1.0820 -0.8788
C 1.1717 0.8012 -0.4617
C -0.3422 -0.1728 2.5823
C 2.5122 0.9405 -0.5438
C 0.5211 -0.4149 -1.1214
H -1.4935 -2.0169 -0.3459
H -1.0727 -0.3969 1.7363
H -0.3216 -2.9358 1.0850
H 0.6785 -0.4440 2.2209
```

- relative energy (zero: lowest compared OMol25 entry of this formula, charge and spin) (kJ/mol) = 1146.7
- Kohn-Sham gap (eV) = 3.9
- DFT total energy (Eh) = -387.0708
- 2S+1 = 1

***

Density functional theory data (ωB97M-V/def2-TZVPD) for the molecule C4H8OP2.

Structure (XYZ):
```
15
C4H8OP2, DFT ωB97M-V/def2-TZVPD
H -0.4930 1.9238 0.4731
H 0.3860 -1.1211 1.4630
P 1.5838 -0.5524 -0.3305
C 1.4715 0.5198 -1.6547
O 2.6922 -0.6357 0.6196
H 0.5514 0.4212 -2.2299
C -1.3474 -0.2856 0.2003
H -2.0982 -0.9100 0.7111
C -1.1936 1.1113 0.8942
H -2.1377 1.6695 1.0769
H -1.3674 -0.1370 -0.8543
H -0.7793 1.0372 1.9027
P 0.4195 -2.5838 -0.4371
H 2.3871 0.6493 -2.2254
C -0.0750 -1.1064 0.3909
```

- relative energy (zero: lowest compared OMol25 entry of this formula, charge and spin) (kJ/mol) = 179.1
- Kohn-Sham gap (spin up / spin down) (eV) = 6.6 / 6.4
- DFT total energy (Eh) = -915.0178
- 2S+1 = 1

***

What did the fifth record say?
Density functional theory data (ωB97M-V/def2-TZVPD) for a cluster of 4 separate species, C6H14O2 in total.

Structure (XYZ):
```
22
C6H14O2, DFT ωB97M-V/def2-TZVPD
H -0.5627 -0.9000 3.3852
H -0.2422 0.9006 2.8748
O 0.3068 -2.2586 0.8489
H 3.1332 1.8657 -0.3563
H -1.5722 3.1681 0.0617
H -1.2354 0.9669 -1.3870
H -2.9239 -1.0467 -0.8475
H 3.1491 0.1173 -0.7818
H 0.6834 -1.3422 -0.5103
H 0.9325 -0.7082 -2.0887
O -1.0477 2.4222 -0.1962
C -0.9672 -0.1109 -1.2055
H 0.4831 1.6960 -0.4950
C -1.8469 -1.0820 -0.8788
C 1.1717 0.8012 -0.4617
C -0.3422 -0.1728 2.5823
C 2.5122 0.9405 -0.5438
C 0.5211 -0.4149 -1.1214
H -1.4935 -2.0169 -0.3459
H -1.0727 -0.3969 1.7363
H -0.3216 -2.9358 1.0850
H 0.6785 -0.4440 2.2209
```

- relative energy (zero: lowest compared OMol25 entry of this formula, charge and spin) (kJ/mol) = 1146.7
- Kohn-Sham gap (eV) = 3.9
- DFT total energy (Eh) = -387.0708
- 2S+1 = 1

***

Q: What is the 2S+1 in the first record?
A: 1